{
  "formula": "C13H29MgN5O7",
  "method": "the ωB97M-V functional and the def2-TZVPD basis",
  "species": ["O", "H", "Mg", "N", "N", "N", "N", "O", "O", "O", "O", "C", "C", "C", "C", "C", "H", "H", "H", "C", "H", "H", "H", "C", "C", "H", "H", "H", "H", "H", "H", "H", "H", "C", "H", "H", "H", "O", "H", "H", "C", "N", "C", "C", "C", "O", "H", "H", "H", "H", "H", "H", "H", "H", "H"],
  "coordinates": [[0.22673, -1.81450, -3.02811], [-0.11978, -2.08114, -3.90304], [-0.02484, -0.79797, -0.70982], [-1.84966, -1.21285, 0.53124], [-1.84928, -0.10970, -1.71918], [1.12070, -1.24447, 1.06941], [2.05120, -0.82203, -1.24561], [-1.82869, -1.87154, 1.66279], [0.60665, -1.42001, 2.32198], [2.57958, -0.71249, -2.53875], [-1.66517, 0.59375, -2.74563], [-3.04458, -0.03598, -1.07050], [-2.98221, -0.51829, 0.25709], [2.43822, -1.05593, 1.04195], [2.96656, -0.83594, -0.28493], [-4.01022, -0.22890, 1.29356], [-3.71349, 0.64778, 1.89316], [-4.14212, -1.07550, 1.97138], [-4.97471, 0.00828, 0.83117], [-4.22710, 0.59107, -1.70575], [-4.39653, 0.14883, -2.69707], [-4.09156, 1.67503, -1.82860], [-5.11586, 0.41137, -1.09718], [3.31234, -1.03753, 2.25327], [4.43804, -0.70778, -0.50444], [2.72975, -1.30417, 3.13896], [3.75263, -0.03926, 2.40990], [4.13500, -1.75519, 2.14607], [4.66470, -0.61022, -1.56673], [4.96700, -1.58067, -0.09360], [4.80506, 0.17615, 0.02914], [-0.38113, -1.65070, 2.11650], [1.85632, -1.13303, -3.08890], [-0.18320, -2.79383, -1.99803], [-1.20340, -2.56648, -1.63308], [0.58185, -2.80689, -1.20049], [-0.20133, -3.80321, -2.44152], [-1.32429, -4.75116, 2.06772], [-0.36210, -4.76704, 1.94150], [-1.55672, -3.80091, 1.97395], [0.69830, 4.53752, 0.71475], [0.61618, 3.25515, 0.02999], [1.09284, 3.16624, -1.34095], [0.05618, 2.15275, 0.54704], [-0.46245, 2.11180, 1.95073], [-0.01520, 1.15793, -0.21660], [1.21465, 5.23143, 0.04485], [1.26623, 4.44661, 1.65163], [-0.30318, 4.93305, 0.94479], [1.85354, 2.38126, -1.44306], [0.27408, 2.92060, -2.02942], [1.52232, 4.13416, -1.60097], [-1.55612, 2.01055, 1.92976], [-0.04403, 1.23882, 2.46130], [-0.19769, 3.01516, 2.50637]],
  "energy_ha": -1513.1550,
  "mol_weight_g_mol": 391.71,
  "orbital_gap_ev": [4.58, 4.57]
}

***

{
  "formula": "C13H29N5O7Sn",
  "method": "the ωB97M-V functional and the def2-TZVPD basis",
  "species": ["O", "H", "Sn", "N", "N", "N", "N", "O", "O", "O", "O", "C", "C", "C", "C", "C", "H", "H", "H", "C", "H", "H", "H", "C", "C", "H", "H", "H", "H", "H", "H", "H", "H", "C", "H", "H", "H", "O", "H", "H", "C", "N", "C", "C", "C", "O", "H", "H", "H", "H", "H", "H", "H", "H", "H"],
  "coordinates": [[0.52761, 1.13829, -3.49916], [0.07791, 1.79531, -4.05531], [-0.80059, 0.05833, 0.19959], [-1.05493, 2.18895, 0.06073], [1.18307, 0.88608, 0.32400], [-2.33937, -1.45370, 0.35236], [0.21556, -1.82972, 0.12089], [-2.22047, 2.70680, 0.04434], [-3.75752, -1.43716, 0.35306], [1.54603, -1.99304, -0.09880], [2.24994, 0.22997, 0.69306], [1.29969, 2.22762, 0.14628], [0.09865, 2.93572, -0.07529], [-1.88845, -2.67379, 0.65745], [-0.47767, -2.87982, 0.59932], [0.03274, 4.35738, -0.48975], [0.13330, 4.43473, -1.58372], [0.85724, 4.92367, -0.04314], [-0.91997, 4.80141, -0.18838], [2.67420, 2.78326, 0.18694], [3.30840, 2.26749, -0.54844], [3.13649, 2.65945, 1.17761], [2.66595, 3.85070, -0.05247], [-2.93687, -3.64429, 1.00729], [0.18720, -4.12209, 1.06857], [-3.67512, -3.76857, 0.20774], [-3.47386, -3.34108, 1.91348], [-2.49222, -4.62308, 1.20203], [1.27104, -4.07950, 0.91248], [-0.21531, -4.98538, 0.52345], [-0.00560, -4.28323, 2.14054], [-4.03266, -0.53152, 0.09441], [1.93744, -1.03756, 0.21430], [1.58550, 0.54605, -4.16825], [2.34864, 1.29247, -4.42125], [1.27104, 0.03530, -5.08778], [2.04789, -0.18584, -3.49846], [-1.02493, 0.02836, -1.83748], [-0.34873, 0.47465, -2.51367], [-1.29451, -0.82794, -2.21743], [0.67631, 0.23564, 5.63620], [0.40397, -0.24966, 4.29013], [0.75257, -1.62659, 3.97729], [-0.24148, 0.45667, 3.36765], [-0.52989, 1.90659, 3.56180], [-0.56811, -0.20097, 2.32568], [1.27509, -0.52864, 6.13547], [-0.25150, 0.38879, 6.20725], [1.23022, 1.18313, 5.61911], [-0.14409, -2.24373, 3.82474], [1.37221, -1.67229, 3.07228], [1.32082, -1.99921, 4.83360], [0.41122, 2.44965, 3.74003], [-1.00929, 2.31012, 2.66665], [-1.19159, 2.06376, 4.42577]],
  "energy_ha": -1527.1905,
  "mol_weight_g_mol": 486.11,
  "orbital_gap_ev": [5.25, 4.42],
  "e_above_lowest_kcal_mol": 6.2
}

***

{
  "formula": "C13H30ClI2OP2Tm",
  "method": "the ωB97M-V functional and the def2-TZVPD basis",
  "species": ["I", "I", "Tm", "P", "C", "C", "H", "H", "H", "C", "H", "H", "H", "H", "H", "H", "C", "O", "Cl", "C", "C", "C", "P", "C", "C", "C", "C", "C", "C", "H", "H", "H", "H", "H", "H", "H", "H", "H", "H", "H", "H", "H", "H", "H", "H", "H", "H", "H", "H", "H"],
  "coordinates": [[0.73251, 2.85066, -3.95101], [2.25580, 0.47259, -3.49218], [-0.18633, 0.79072, -1.74252], [-2.31124, -0.95731, -2.98260], [-2.18938, -2.61214, -3.86503], [-4.07288, -0.88834, -2.52213], [-2.37106, 1.24787, -3.95672], [-2.93890, 0.00436, -5.06826], [-1.19997, 0.20782, -4.81685], [-2.17501, 0.24278, -4.33356], [-4.26473, 0.08596, -2.07148], [-4.69590, -1.01019, -3.40344], [-2.96988, -2.64792, -4.66387], [-2.37645, -3.41517, -3.11623], [-4.28766, -1.69240, -1.81281], [-1.17866, -2.68566, -4.32113], [0.31332, -2.19366, -1.57523], [0.52874, -3.28259, -1.62031], [-2.42820, 2.14856, -1.20079], [3.04831, 1.72084, 0.08890], [2.68134, 0.71356, 1.20311], [3.02941, 1.23654, 2.58584], [0.97071, 0.11393, 0.94747], [0.81788, -1.54242, 1.71808], [1.66296, -1.79862, 3.00520], [-0.61984, -2.10693, 1.83842], [-0.16076, 1.34851, 1.84255], [-0.24141, 1.21117, 3.39033], [0.06998, 2.78859, 1.39994], [2.49231, 2.67099, 0.20095], [2.85272, 1.38225, -0.93692], [4.12724, 1.98556, 0.11087], [3.30970, -0.17160, 1.06030], [2.56236, 2.18769, 2.83749], [2.75177, 0.53328, 3.35989], [4.11177, 1.39361, 2.70298], [1.30589, -2.11718, 0.90965], [1.30209, -1.22048, 3.88970], [1.61867, -2.88002, 3.28577], [2.72508, -1.56046, 2.85132], [-1.17391, -2.00031, 0.88356], [-0.56271, -3.19421, 2.04371], [-1.22138, -1.59906, 2.60680], [-1.10581, 1.03238, 1.37230], [0.72905, 1.52273, 3.86157], [-1.01714, 1.92867, 3.75249], [-0.50460, 0.21450, 3.78122], [0.05175, 2.93007, 0.32020], [-0.78651, 3.36494, 1.79091], [0.98897, 3.24554, 1.81153]],
  "energy_ha": -3411.5705,
  "multiplicity": 3,
  "mol_weight_g_mol": 722.53,
  "orbital_gap_ev": [5.38, 5.37],
  "charge": 2,
  "s_squared": 2.002
}

***

{
  "formula": "C13H30F3N2O9SV",
  "method": "the ωB97M-V functional and the def2-TZVPD basis",
  "species": ["O", "V", "O", "C", "F", "F", "F", "S", "O", "O", "O", "C", "O", "C", "C", "N", "C", "C", "O", "C", "H", "H", "H", "H", "H", "H", "H", "H", "H", "H", "H", "H", "H", "H", "H", "C", "O", "C", "C", "N", "C", "C", "O", "C", "H", "H", "H", "H", "H", "H", "H", "H", "H", "H", "H", "H", "H", "H", "H"],
  "coordinates": [[-0.51302, -0.38209, -2.77345], [0.24841, 0.66750, -1.84205], [0.36149, -0.08223, -0.45389], [1.04006, 4.32730, -4.83842], [1.06950, 4.86268, -6.03883], [2.25963, 4.11545, -4.39523], [0.40334, 5.14071, -3.97298], [0.06018, 2.63299, -4.94264], [-1.33163, 2.98172, -5.36310], [0.83943, 1.74453, -5.81758], [0.00745, 1.98748, -3.62196], [2.57171, -0.87894, 2.23245], [1.55780, -1.30165, 3.12039], [0.34920, -1.57622, 2.48149], [-0.67346, -2.24157, 3.43963], [-1.73142, -2.77703, 2.66968], [-2.78259, -3.47220, 3.39904], [-2.38539, -4.89470, 3.66344], [-3.43903, -5.58497, 4.31344], [-2.91909, -6.87088, 4.69662], [2.84232, -1.77509, 1.67408], [3.56495, -0.72567, 2.65444], [2.38983, -0.01743, 1.58993], [0.54798, -2.22613, 1.62932], [-0.03365, -0.67608, 2.00059], [-0.95975, -1.45704, 4.14010], [-0.19446, -3.00731, 4.04979], [-2.05157, -2.18102, 1.91977], [-3.67963, -3.46352, 2.77990], [-2.99984, -2.86393, 4.27706], [-1.43103, -4.76871, 4.17472], [-2.35295, -5.43769, 2.71887], [-2.40186, -6.71932, 5.64404], [-2.36765, -7.32079, 3.87104], [-3.86922, -7.37247, 4.88036], [3.05500, 0.19455, -3.41764], [2.49215, 0.80102, -2.25923], [3.16305, 1.95594, -1.82171], [2.43887, 2.47391, -0.56088], [0.99712, 2.67246, -0.86998], [0.13543, 2.99338, 0.24953], [-1.31329, 3.03970, -0.27419], [-1.56651, 1.99720, -1.26836], [-2.76597, 2.25763, -1.99218], [3.96946, -0.39104, -3.32297], [3.28888, 0.83573, -4.26752], [2.30096, -0.52225, -3.74279], [3.30235, 2.73206, -2.57426], [4.15200, 1.71559, -1.43142], [2.96913, 3.36429, -0.22303], [2.50478, 1.76673, 0.26595], [0.98308, 3.51061, -1.43338], [0.41477, 3.93966, 0.71279], [0.17781, 2.22281, 1.01929], [-1.45868, 3.96997, -0.82334], [-2.02048, 2.97601, 0.55281], [-3.55742, 2.27330, -1.24287], [-2.99683, 1.58059, -2.81463], [-2.66147, 3.25476, -2.41986]],
  "energy_ha": -2941.3931,
  "multiplicity": 2,
  "mol_weight_g_mol": 498.39,
  "orbital_gap_ev": [8.12, 3.25],
  "charge": 1,
  "s_squared": 0.754
}